# 1
Computed, not measured: a structure of composition C59H46BF7N2O4PdS2Sb, with ωB97M-V/def2-TZVPD.

```
123
C59H46BF7N2O4PdS2Sb (ωB97M-V/def2-TZVPD)
Pd 0.13 -0.07 0.08
C 7.24 -1.68 -1.40
C 5.97 -1.16 -0.78
C 5.25 -0.13 -1.39
C 4.10 0.37 -0.83
C 3.65 -0.16 0.37
C 4.33 -1.19 1.00
C 5.49 -1.68 0.42
S 2.15 0.36 1.18
O 2.06 -0.37 2.44
C 2.40 2.09 1.52
C 3.73 2.46 1.83
C 4.01 3.71 2.27
C 2.95 4.59 2.58
C 3.23 5.86 3.16
C 2.22 6.66 3.60
C 0.88 6.20 3.52
C 0.60 5.00 2.94
C 1.61 4.19 2.38
C 1.34 2.96 1.68
C -0.11 2.75 1.13
C -1.31 2.24 -1.10
C -1.14 2.25 -2.49
C -2.16 2.59 -3.36
C -3.39 2.97 -2.86
C -3.60 2.91 -1.50
C -2.60 2.50 -0.59
C -3.07 2.29 0.74
C -2.37 1.93 1.89
C -1.03 2.04 2.12
S -0.33 1.15 3.56
O 0.56 2.06 4.32
C -1.82 0.94 4.52
C -2.43 -0.31 4.53
C -3.58 -0.50 5.27
C -4.12 0.55 6.03
C -5.35 0.33 6.87
C -3.47 1.78 6.02
C -2.33 1.99 5.27
H 7.14 -1.75 -2.48
H 7.49 -2.67 -1.01
H 8.07 -1.01 -1.18
H 5.61 0.28 -2.33
H 3.57 1.17 -1.33
H 3.94 -1.60 1.92
H 6.03 -2.48 0.91
H 4.53 1.74 1.68
H 5.03 4.02 2.44
H 4.26 6.16 3.27
H 2.43 7.63 4.04
H 0.09 6.80 3.95
H -0.42 4.64 2.98
H -0.18 1.99 -2.92
H -1.97 2.57 -4.42
H -4.19 3.28 -3.52
H -4.57 3.15 -1.10
H -4.15 2.33 0.85
H -2.99 1.56 2.70
H -2.00 -1.12 3.95
H -4.06 -1.47 5.29
H -6.06 -0.33 6.36
H -5.85 1.27 7.10
H -5.08 -0.15 7.81
H -3.88 2.60 6.61
H -1.81 2.94 5.28
O -1.04 8.84 1.50
C -0.41 8.74 0.25
N 0.13 7.41 0.00
C -0.74 6.37 -0.04
O -1.95 6.51 0.01
C -0.11 5.00 -0.10
C 1.01 4.78 -0.93
C 1.56 3.53 -1.29
C 1.10 2.29 -1.02
N -0.11 1.96 -0.25
C -0.68 4.11 0.76
H -1.87 8.35 1.44
H 0.41 9.44 0.24
H -1.10 8.97 -0.56
H 1.09 7.23 0.25
H 1.45 5.64 -1.41
H 2.44 3.56 -1.92
H 1.57 1.43 -1.48
H -1.59 4.43 1.26
F -7.75 0.86 1.00
C -6.55 0.41 0.64
C -5.75 -0.21 1.58
C -4.50 -0.68 1.19
C -4.06 -0.50 -0.12
C -4.89 0.11 -1.05
C -6.15 0.57 -0.68
Sb -2.12 -1.19 -0.64
C -2.28 -1.43 -2.72
C -1.16 -1.18 -3.51
C -1.23 -1.31 -4.88
C -2.43 -1.71 -5.45
F -2.50 -1.84 -6.78
C -3.55 -1.98 -4.69
C -3.47 -1.84 -3.31
C -2.20 -3.07 0.29
C -2.69 -4.18 -0.39
C -2.78 -5.41 0.25
C -2.38 -5.49 1.57
F -2.46 -6.67 2.20
C -1.88 -4.41 2.27
C -1.79 -3.19 1.62
H -6.11 -0.33 2.59
H -3.88 -1.18 1.92
H -4.56 0.25 -2.07
H -6.82 1.04 -1.39
H -0.22 -0.90 -3.05
H -0.37 -1.14 -5.52
H -4.46 -2.30 -5.18
H -4.35 -2.04 -2.71
H -2.98 -4.11 -1.43
H -3.14 -6.29 -0.25
H -1.55 -4.53 3.30
H -1.36 -2.34 2.14
F 0.73 -2.01 0.17
B 1.43 -2.40 -1.17
F 0.40 -2.89 -1.94
F 1.88 -1.17 -1.65
F 2.40 -3.27 -0.85
```

Summary:
Multiplicity: 3
Net charge: +1
Kohn-Sham gap (alpha / beta): 6.0884 / 6.4000 eV
HOMO energy (alpha / beta): -10.06 / -10.85 eV
LUMO (alpha / beta): -4.0 / -4.4 eV

---

# 2
Computed, not measured: a structure of composition C59H49AsFN4O5RbS2Si, with ωB97M-V/def2-TZVPD.

```
123
C59H49AsFN4O5RbS2Si (ωB97M-V/def2-TZVPD)
Rb -0.30 -1.83 0.07
C -7.33 1.14 -2.41
C -7.16 1.58 -0.96
C -7.39 3.08 -0.84
C -7.35 3.50 0.62
C -6.07 3.02 1.26
C -5.57 3.67 2.37
C -4.38 3.24 2.94
F -3.93 3.90 4.03
C -3.67 2.20 2.43
C -4.16 1.54 1.30
C -3.34 0.46 0.72
O -2.24 0.18 1.18
C -3.94 -0.23 -0.41
C -5.11 0.19 -0.90
N -5.83 1.26 -0.41
C -5.37 1.93 0.71
C -3.07 -1.31 -1.04
O -3.20 -2.48 -0.64
O -2.18 -0.86 -1.80
H -8.27 1.55 -2.78
H -7.37 0.06 -2.52
H -6.51 1.53 -3.03
H -7.92 1.07 -0.35
H -8.36 3.33 -1.28
H -6.62 3.60 -1.40
H -8.22 3.09 1.15
H -7.41 4.59 0.71
H -6.09 4.52 2.79
H -2.73 1.87 2.85
H -5.54 -0.30 -1.75
C 4.49 -1.73 3.81
C 3.61 -2.38 2.94
C 3.44 -1.91 1.65
C 4.14 -0.80 1.16
C 5.03 -0.18 2.04
C 5.20 -0.63 3.35
Si 3.69 -0.22 -0.63
C 4.99 1.20 -0.90
C 5.95 1.20 -1.92
C 6.81 2.28 -2.12
C 6.75 3.39 -1.29
C 5.80 3.41 -0.27
C 4.94 2.35 -0.10
C 4.51 -1.62 -1.68
C 5.39 -2.57 -1.16
C 5.94 -3.57 -1.96
C 5.64 -3.63 -3.31
C 4.77 -2.69 -3.85
C 4.21 -1.71 -3.04
H 4.62 -2.08 4.82
H 3.04 -3.24 3.28
H 2.73 -2.42 1.01
H 5.61 0.67 1.71
H 5.89 -0.12 4.01
H 6.03 0.34 -2.57
H 7.54 2.24 -2.92
H 7.42 4.23 -1.44
H 5.73 4.28 0.38
H 4.19 2.41 0.69
H 5.64 -2.55 -0.11
H 6.60 -4.31 -1.52
H 6.06 -4.41 -3.93
H 4.51 -2.74 -4.90
H 3.51 -1.01 -3.47
C 3.59 5.25 -2.06
C 3.30 4.09 -2.76
C 2.33 3.21 -2.29
C 1.64 3.49 -1.12
C 1.95 4.64 -0.40
C 2.92 5.52 -0.87
As 0.28 2.18 -0.57
C 0.44 2.41 1.36
C -0.40 3.20 2.14
C -0.24 3.24 3.52
C 0.76 2.49 4.13
C 1.60 1.70 3.36
C 1.43 1.66 1.98
C -1.33 3.25 -0.97
C -1.52 4.61 -0.73
C -2.70 5.23 -1.10
C -3.71 4.51 -1.72
C -3.53 3.16 -1.98
C -2.35 2.53 -1.60
H 4.36 5.92 -2.41
H 3.86 3.85 -3.66
H 2.14 2.28 -2.81
H 1.46 4.84 0.55
H 3.17 6.41 -0.30
H -1.20 3.77 1.68
H -0.90 3.85 4.12
H 0.88 2.52 5.21
H 2.37 1.09 3.82
H 2.07 1.02 1.38
H -0.74 5.19 -0.27
H -2.84 6.29 -0.90
H -4.63 5.01 -2.01
H -4.30 2.59 -2.47
H -2.21 1.47 -1.80
N -4.36 -8.18 0.34
C -3.26 -7.38 0.74
C -3.25 -6.02 0.46
C -2.20 -5.22 0.87
C -1.14 -5.79 1.57
C -1.15 -7.14 1.87
C -2.21 -7.94 1.46
S 0.26 -4.80 2.03
O -0.27 -3.59 2.63
O 1.09 -5.64 2.87
N 0.94 -4.37 0.68
C 1.61 -5.22 -0.12
S 2.16 -6.85 0.37
C 2.84 -7.05 -1.20
C 2.65 -5.93 -1.93
N 1.95 -4.92 -1.34
H -4.84 -7.80 -0.46
H -4.10 -9.14 0.16
H -4.06 -5.57 -0.10
H -2.22 -4.17 0.60
H -0.32 -7.56 2.42
H -2.22 -9.00 1.68
H 3.36 -7.96 -1.48
H 3.01 -5.78 -2.94
```

Summary:
Net charge: -2
Kohn-Sham gap: 4.3792 eV
HOMO energy: -1.10 eV
LUMO: 3.3 eV

---

The following ΔE to the lowest compared entry with this formula, charge and spin values (in eV) correspond, in order, to the records above: 4.360 0.028.
The following max |F| values (in eV/A) correspond, in order, to the records above: 0.30 0.45.
The following electronic energy values (in eV) correspond, in order, to the records above: -124482.4177 -171940.3262.